# C8H7N2O5V

A molecular structure, C8H7N2O5V (ωB97M-V/def2-TZVPD, the OMol25 dataset).

The geometry in ORCA input format:
```
! RIJCOSX wB97M-V def2-TZVPD def2/J DEFGRID3
* xyz 3 2
O 1.90997 1.89701 -5.07206
C 1.20003 1.77396 -4.18928
V 0.00339 0.00776 -0.04990
O -1.21102 1.90936 -2.02249
C -0.76336 1.19904 -1.22599
C -1.39723 0.03768 1.26110
O -2.34679 0.05055 2.03223
C 1.15015 -1.20144 0.89942
O 1.84204 -1.93667 1.47221
C -0.63612 -1.42092 -1.00550
O -0.99078 -2.30356 -1.67368
H 1.18680 -0.03227 -1.05398
C 1.07004 -0.68742 5.42917
N 0.00388 0.00130 4.56704
C -1.07172 0.68736 5.42970
C 0.00144 -0.00085 3.36208
N 0.04714 0.01848 2.12285
H 0.93865 -0.60398 6.51674
H 2.03579 -0.24406 5.15678
H 1.06811 -1.74994 5.15586
H -1.06888 1.74894 5.15652
H -2.03499 0.24328 5.15551
H -0.93965 0.60260 6.51647
*
```

Lowest unoccupied orbital energy (alpha / beta), Eh: -0.62510 / -0.60796
Max |F|, eV/Å: 12.21
⟨S²⟩: 0.81
Kohn-Sham gap (alpha / beta), Eh: 0.144 / 0.161
Highest occupied orbital energy (alpha / beta), eV: -20.9171 / -20.9281

***

# C29H23Cl5F3N2O7S2Sc

A molecular structure, C29H23Cl5F3N2O7S2Sc (ωB97M-V/def2-TZVPD, the OMol25 dataset).

The geometry in ORCA input format:
```
! RIJCOSX wB97M-V def2-TZVPD def2/J DEFGRID3
* xyz -1 2
Sc 0.07143 -0.28131 0.79544
C -3.69733 3.37240 -1.78791
C -3.16800 3.01847 -0.39548
C -1.78247 3.62481 -0.17398
C -3.20653 1.51842 -0.17826
C -2.37333 0.64772 -0.88695
C -2.45390 -0.72995 -0.69874
C -3.36004 -1.28423 0.21251
C -3.39878 -2.76292 0.46990
C -4.19639 -0.41655 0.89474
C -4.12270 0.95684 0.69508
H -3.71961 4.45519 -1.93074
H -4.70478 2.98077 -1.93871
H -3.05243 2.94541 -2.55976
H -3.84478 3.45903 0.34404
H -1.05610 3.23847 -0.89200
H -1.40267 3.39033 0.82097
H -1.82610 4.71173 -0.28493
H -1.67606 1.04254 -1.61518
H -1.85170 -1.39624 -1.30790
H -4.41821 -3.09366 0.67370
H -2.78618 -3.00485 1.34181
H -3.00048 -3.32242 -0.37644
H -4.90521 -0.81473 1.61238
H -4.78732 1.60903 1.25050
Cl 1.64012 1.70973 2.29774
C 1.69225 3.05208 1.21500
C 2.28095 3.13165 -0.12968
C 2.82987 2.38574 -1.09225
Cl 2.58687 0.41699 -0.49542
C 2.17953 4.57200 -0.48697
Cl 2.67651 5.27822 -1.95793
C 1.56687 5.22583 0.51089
Cl 1.15158 6.87873 0.56511
C 1.28855 4.28078 1.58500
Cl 0.60057 4.73767 3.07484
F -2.16269 2.02596 5.24721
C -2.23466 1.60708 3.97946
F -3.52715 1.50709 3.65691
F -1.68219 2.53940 3.20003
S -1.37289 -0.01193 3.81653
O -0.07940 0.20661 4.39477
O -2.26670 -0.94143 4.43445
O -1.31396 -0.16524 2.33175
O 4.98058 0.08226 -1.26686
N 4.12508 -0.47887 -0.33026
C 4.91749 -0.32768 -2.53965
C 3.94758 -0.87318 -3.33144
C 2.58566 -1.28625 -3.30385
C 1.46899 -1.16664 -2.43109
C 1.14754 -0.56825 -1.26335
H 5.86760 -0.10222 -3.00967
H 4.37471 -1.05097 -4.31414
H 2.31730 -1.80780 -4.21583
H 0.60654 -1.72706 -2.79279
H 0.00688 1.31890 -0.01167
O -0.75391 -3.47126 -1.52515
C 0.02122 -3.38986 -0.59625
N -0.15391 -2.63436 0.53842
S 1.00783 -2.87870 1.60876
O 1.49686 -1.52052 1.94249
O 0.68145 -3.69149 2.73875
C 2.11134 -3.74988 0.53873
C 3.41295 -4.16080 0.71699
C 3.98718 -4.89408 -0.31595
C 3.26589 -5.20537 -1.46255
C 1.95082 -4.78024 -1.62001
C 1.38426 -4.04205 -0.60193
H 3.96815 -3.90333 1.60835
H 5.01587 -5.21959 -0.23117
H 3.74463 -5.77656 -2.24766
H 1.37909 -4.99541 -2.51276
*
```

Lowest unoccupied orbital energy (alpha / beta), Eh: 0.06454 / 0.04811
Max |F|, eV/Å: 0.68
⟨S²⟩: 0.79
Kohn-Sham gap (alpha / beta), Eh: 0.242 / 0.264
Highest occupied orbital energy (alpha / beta), eV: -4.8194 / -5.8849